P.
Formula: C3H6N2O
Source: the Open Molecules 2025 dataset
Level of theory: ωB97M-V/def2-TZVPD

Geometry as XYZ:
```
12
Properties=species:S:1:pos:R:3:nbo_charge:R:1
C 2.040 -0.747 0.003 -0.42
C -1.206 0.696 0.003 -0.13
C -2.501 0.036 -0.011 0.39
H 3.050 -0.335 0.168 0.21
H 2.109 -1.386 -0.897 0.21
H 1.706 -1.317 0.902 0.21
H 1.200 1.326 0.177 0.36
H -1.200 1.781 -0.156 0.17
H -3.218 0.866 0.034 0.07
N 1.082 0.292 -0.226 -0.43
N -0.211 -0.106 0.088 -0.14
O -2.851 -1.107 -0.086 -0.49
```

Computed properties:
HOMO level in hartree: -0.33966
Net charge: 0
2S+1: 1
HOMO-LUMO gap in eV: 9.22

---

Q.
Formula: C3H6N2O
Source: the Open Molecules 2025 dataset
Level of theory: ωB97M-V/def2-TZVPD

Geometry as XYZ:
```
12
Properties=species:S:1:pos:R:3:nbo_charge:R:1
C 0.818 0.046 1.235 -0.48
N 0.392 1.586 0.486 -0.33
C -0.489 1.272 -0.359 0.19
N -0.825 -0.100 -0.404 -0.67
C -0.256 -0.973 -1.265 0.53
O -0.442 -2.170 -1.223 -0.60
H 0.506 -1.047 1.166 0.21
H 1.850 0.064 0.930 0.21
H 0.593 0.357 2.236 0.21
H -1.061 1.872 -1.075 0.20
H -1.492 -0.442 0.267 0.41
H 0.407 -0.467 -1.994 0.12
```

Computed properties:
HOMO level in hartree: -0.36032
Net charge: 0
2S+1: 1
HOMO-LUMO gap in eV: 10.71

---

R.
Formula: C3H6N2O
Source: the Open Molecules 2025 dataset
Level of theory: ωB97M-V/def2-TZVPD

Geometry as XYZ:
```
12
Properties=species:S:1:pos:R:3:nbo_charge:R:1
C 0.757 -0.586 -1.005 -0.70
C -0.020 0.579 -0.438 0.45
N -0.170 1.711 -0.998 -0.67
N -0.622 0.453 0.818 -0.63
C -0.657 -0.576 1.725 0.54
O -1.250 -0.495 2.778 -0.57
H 0.853 -0.445 -2.085 0.23
H 0.277 -1.553 -0.831 0.23
H 1.767 -0.623 -0.581 0.24
H 0.288 1.727 -1.907 0.34
H -1.122 1.287 1.104 0.42
H -0.102 -1.479 1.422 0.12
```

Computed properties:
HOMO level in hartree: -0.36504
Net charge: 0
2S+1: 1
HOMO-LUMO gap in eV: 10.70

---

What is the stability order? It is R, P, Q, from most stable to least stable.

---

P.
Formula: C3H6N2O
Source: the Open Molecules 2025 dataset
Level of theory: ωB97M-V/def2-TZVPD

Geometry as XYZ:
```
12
Properties=species:S:1:pos:R:3:nbo_charge:R:1
C 1.885 1.078 0.863 -0.25
C -0.227 1.082 -0.016 0.32
O 0.685 0.349 0.629 -0.55
N -1.192 0.246 -0.457 -0.65
C -1.224 -1.155 -0.464 0.26
N -2.043 -1.734 -1.238 -0.65
H 2.639 0.340 1.143 0.19
H 2.175 1.577 -0.063 0.19
H 1.750 1.826 1.650 0.19
H -1.895 0.669 -1.047 0.41
H -0.514 -1.628 0.217 0.18
H -1.956 -2.744 -1.154 0.35
```

Computed properties:
HOMO level in hartree: -0.32920
Net charge: 0
2S+1: 1
HOMO-LUMO gap in eV: 9.92

---

Q.
Formula: C3H6N2O
Source: the Open Molecules 2025 dataset
Level of theory: ωB97M-V/def2-TZVPD

Geometry as XYZ:
```
12
Properties=species:S:1:pos:R:3:nbo_charge:R:1
C -1.023 0.890 -0.066 -0.11
C 0.236 0.177 0.448 -0.21
C 1.520 0.170 -0.129 -0.23
H -1.376 -1.113 0.708 0.45
H -0.847 1.834 -0.218 0.18
H 0.270 0.146 1.533 0.21
H 1.511 0.692 -1.050 0.17
H 2.415 0.311 0.374 0.19
H 0.623 -1.393 -1.124 0.37
N -2.161 0.225 -0.373 0.01
N 1.028 -1.047 -0.200 -0.57
O -2.195 -0.892 0.097 -0.46
```

Computed properties:
HOMO level in hartree: -0.33882
Net charge: 0
2S+1: 1
HOMO-LUMO gap in eV: 10.26

---

What is the stability order? It is P, Q, from most stable to least stable.

---

P.
Formula: C3H6N2O
Source: the Open Molecules 2025 dataset
Level of theory: ωB97M-V/def2-TZVPD

Geometry as XYZ:
```
12
Properties=species:S:1:pos:R:3:nbo_charge:R:1
C -0.785 -1.428 0.643 -0.73
C -1.075 -0.487 -0.723 0.55
N 1.533 1.709 0.211 -0.64
C -0.164 0.640 -0.745 -0.10
N 0.569 0.783 0.352 -0.16
O -1.823 -0.844 -1.604 -0.52
H 1.936 1.963 1.111 0.36
H 2.297 1.422 -0.404 0.37
H -0.196 1.348 -1.583 0.20
H -0.164 -2.225 0.229 0.22
H -1.762 -1.819 0.934 0.22
H -0.366 -1.062 1.580 0.24
```

Computed properties:
HOMO level in hartree: -0.34181
Net charge: 0
2S+1: 1
HOMO-LUMO gap in eV: 9.16

---

Q.
Formula: C3H6N2O
Source: the Open Molecules 2025 dataset
Level of theory: ωB97M-V/def2-TZVPD

Geometry as XYZ:
```
12
Properties=species:S:1:pos:R:3:nbo_charge:R:1
C -0.018 -0.871 0.123 -0.26
C -1.380 -0.307 -0.064 -0.27
C 0.056 1.335 0.026 0.22
H 2.618 0.423 -0.710 0.48
H 0.168 -1.785 -0.515 0.21
H 0.153 -0.979 1.218 0.18
H -2.054 -0.752 0.732 0.21
H -1.892 -0.680 -0.991 0.20
H 0.743 2.152 0.295 0.20
N 0.774 0.169 -0.315 -0.19
N -1.248 1.166 0.039 -0.43
O 2.080 0.130 0.161 -0.56
```

Computed properties:
HOMO level in hartree: -0.32584
Net charge: 0
2S+1: 1
HOMO-LUMO gap in eV: 9.59

---

What is the stability order? It is P, Q, from most stable to least stable.

---

P.
Formula: C4H12S
Source: the Open Molecules 2025 dataset
Level of theory: ωB97M-V/def2-TZVPD

Geometry as XYZ:
```
17
Properties=species:S:1:pos:R:3:nbo_charge:R:1
C -1.350 0.581 1.333 -0.75
C -1.411 2.651 -0.536 -0.78
S -1.175 2.405 1.194 0.18
H -0.587 0.029 0.746 0.22
H -1.079 0.424 2.391 0.23
H -2.481 0.493 1.083 0.23
H -0.873 1.963 -1.165 0.22
H -1.076 3.726 -0.811 0.24
H -2.550 2.486 -0.767 0.21
C 1.574 -1.262 -0.907 -0.62
C 1.583 -2.396 0.022 -0.61
H 0.706 -1.252 -1.705 0.21
H 1.532 -0.364 -0.314 0.20
H 2.607 -1.300 -1.354 0.21
H 2.506 -2.700 0.522 0.21
H 1.158 -3.323 -0.583 0.20
H 0.915 -2.160 0.851 0.20
```

Computed properties:
HOMO level in hartree: -0.30866
Net charge: 0
2S+1: 1
HOMO-LUMO gap in eV: 9.37

---

Q.
Formula: C4H12S
Source: the Open Molecules 2025 dataset
Level of theory: ωB97M-V/def2-TZVPD

Geometry as XYZ:
```
17
Properties=species:S:1:pos:R:3:nbo_charge:R:1
C 0.976 -1.620 -0.540 -0.75
C -1.996 -1.907 0.195 -0.73
S -0.684 -2.124 -1.061 0.14
H 1.457 -2.583 -0.364 0.22
H 1.606 -1.220 -1.330 0.23
H 1.040 -0.969 0.326 0.22
H -2.660 -1.079 -0.050 0.22
H -1.530 -1.903 1.176 0.22
H -2.613 -2.792 0.099 0.23
C -0.033 1.665 -0.107 -0.61
C 1.186 2.364 0.488 -0.61
H 0.033 1.265 -1.122 0.21
H -0.419 0.935 0.603 0.20
H -0.817 2.417 -0.270 0.20
H 0.938 2.699 1.496 0.20
H 1.481 3.153 -0.203 0.21
H 2.035 1.696 0.666 0.20
```

Computed properties:
HOMO level in hartree: -0.30484
Net charge: 0
2S+1: 1
HOMO-LUMO gap in eV: 9.29

---

R.
Formula: C4H12S
Source: the Open Molecules 2025 dataset
Level of theory: ωB97M-V/def2-TZVPD

Geometry as XYZ:
```
17
Properties=species:S:1:pos:R:3:nbo_charge:R:1
C 2.164 -0.034 1.942 -0.61
C 1.754 1.393 1.542 -0.61
H 1.896 -0.731 1.139 0.20
H 3.254 -0.077 2.009 0.21
H 1.737 -0.358 2.884 0.20
H 2.351 1.683 0.672 0.20
H 1.971 2.024 2.408 0.20
H 0.747 1.573 1.216 0.20
C -2.253 -0.919 -2.832 -0.74
C -1.287 -0.242 -0.306 -0.77
S -1.647 0.500 -1.876 0.19
H -1.969 -1.865 -2.381 0.22
H -3.335 -0.885 -2.946 0.21
H -1.790 -0.860 -3.811 0.22
H -1.172 -1.325 -0.317 0.22
H -2.019 -0.066 0.480 0.21
H -0.402 0.186 0.177 0.23
```

Computed properties:
HOMO level in hartree: -0.31011
Net charge: 0
2S+1: 1
HOMO-LUMO gap in eV: 9.52

---

What is the stability order? It is R, Q, P, from most stable to least stable.

---

P.
Formula: C4H12S
Source: the Open Molecules 2025 dataset
Level of theory: ωB97M-V/def2-TZVPD

Geometry as XYZ:
```
17
Properties=species:S:1:pos:R:3:nbo_charge:R:1
C 2.089 -1.584 2.000 -0.72
S 2.131 -1.577 0.101 -0.11
H 1.027 -1.717 2.386 0.24
H 2.934 -2.153 2.496 0.23
H 2.272 -0.528 2.247 0.21
H 3.514 -1.584 -0.309 0.15
C -1.903 -0.283 -0.963 -0.63
C -0.699 0.700 -0.422 -0.42
C -1.024 2.016 -1.018 -0.61
H -2.783 0.226 -0.610 0.21
H -1.765 -1.192 -0.288 0.20
H -1.533 -0.539 -1.989 0.22
H 0.202 0.082 -0.616 0.23
H -0.948 0.887 0.666 0.19
H -0.277 2.824 -0.875 0.21
H -1.268 2.013 -2.232 0.19
H -1.968 2.408 -0.573 0.20
```

Computed properties:
HOMO level in hartree: -0.33374
Net charge: 0
2S+1: 1
HOMO-LUMO gap in eV: 9.85

---

Q.
Formula: C4H12S
Source: the Open Molecules 2025 dataset
Level of theory: ωB97M-V/def2-TZVPD

Geometry as XYZ:
```
17
Properties=species:S:1:pos:R:3:nbo_charge:R:1
C 0.878 -1.720 -3.688 -0.62
C 2.284 -1.616 -3.066 -0.63
H 0.000 -1.356 -3.160 0.22
H 1.059 -1.508 -4.745 0.20
H 0.610 -2.793 -3.621 0.20
H 2.570 -0.567 -3.116 0.22
H 2.870 -2.513 -3.209 0.22
H 2.130 -1.747 -1.965 0.20
C -1.776 1.317 3.103 -0.63
C -1.499 1.304 1.594 -0.53
S 0.022 0.427 1.097 -0.04
H -1.639 2.331 3.449 0.21
H -2.694 0.903 3.530 0.22
H -1.100 0.601 3.629 0.21
H -1.627 2.227 1.050 0.22
H -2.296 0.632 1.253 0.22
H 0.624 0.519 2.282 0.12
```

Computed properties:
HOMO level in hartree: -0.33160
Net charge: 0
2S+1: 1
HOMO-LUMO gap in eV: 10.07

---

What is the stability order? It is Q, P, from most stable to least stable.

---

P.
Formula: C4H7N2
Source: the Open Molecules 2025 dataset
Level of theory: ωB97M-V/def2-TZVPD

Geometry as XYZ:
```
13
Properties=species:S:1:pos:R:3:nbo_charge:R:1
C -3.111 -2.952 1.475 0.27
C 0.084 0.312 -0.495 0.65
C 2.116 1.367 -0.235 -0.58
C 0.910 1.128 -1.147 -0.56
N -2.330 -2.129 1.215 -0.42
N -0.638 -0.371 0.109 -0.43
H -3.863 -3.642 1.586 0.25
H -1.422 -0.843 0.714 0.50
H 2.682 0.469 0.000 0.24
H 2.893 2.090 -0.581 0.27
H 1.586 1.713 0.630 0.22
H 0.231 2.061 -1.113 0.31
H 0.862 0.797 -2.157 0.30
```

Computed properties:
HOMO level in hartree: -0.62360
Net charge: +1
2S+1: 1
HOMO-LUMO gap in eV: 13.66

---

Q.
Formula: C4H7N2
Source: the Open Molecules 2025 dataset
Level of theory: ωB97M-V/def2-TZVPD

Geometry as XYZ:
```
13
Properties=species:S:1:pos:R:3:nbo_charge:R:1
C 0.448 0.552 1.587 0.07
C -0.400 1.212 0.574 -0.15
C -0.249 -1.328 -0.605 -0.22
C 1.044 -0.827 -0.070 0.07
N 1.146 -0.447 1.275 -0.33
N 0.120 0.051 -0.813 -0.42
H 0.482 0.920 2.601 0.25
H -1.472 1.066 0.666 0.25
H -0.108 2.198 0.234 0.25
H -0.234 -1.955 -1.490 0.26
H -1.080 -1.523 0.059 0.24
H 1.985 -1.128 -0.510 0.26
H 0.264 0.484 -1.718 0.45
```

Computed properties:
HOMO level in hartree: -0.56973
Net charge: +1
2S+1: 1
HOMO-LUMO gap in eV: 11.22

---

R.
Formula: C4H7N2
Source: the Open Molecules 2025 dataset
Level of theory: ωB97M-V/def2-TZVPD

Geometry as XYZ:
```
13
Properties=species:S:1:pos:R:3:nbo_charge:R:1
C -1.184 -0.160 -0.209 0.50
C 1.075 0.832 -0.458 0.29
C -2.336 -0.859 -0.683 -0.25
C 2.113 0.036 0.258 -0.68
N -0.109 0.389 -0.420 -0.30
N -2.491 -0.146 0.600 -0.48
H 1.266 1.745 -0.858 0.23
H -2.902 -0.630 -1.490 0.24
H -2.169 -1.859 -0.427 0.24
H 3.100 0.512 0.102 0.27
H 1.818 0.149 1.336 0.27
H 1.936 -1.032 -0.006 0.27
H -2.807 0.771 0.597 0.39
```

Computed properties:
HOMO level in hartree: -0.55541
Net charge: +1
2S+1: 1
HOMO-LUMO gap in eV: 10.09

---

S.
Formula: C4H7N2
Source: the Open Molecules 2025 dataset
Level of theory: ωB97M-V/def2-TZVPD

Geometry as XYZ:
```
13
Properties=species:S:1:pos:R:3:nbo_charge:R:1
C -0.086 0.029 1.350 0.36
C -0.516 0.659 -1.691 -0.36
C 1.851 -1.427 0.759 0.13
C -1.365 0.711 -0.680 -0.06
N -1.069 0.620 0.697 -0.52
N 0.801 -0.794 0.944 -0.35
H -0.088 0.183 2.430 0.25
H 0.545 0.508 -1.583 0.20
H -0.892 0.779 -2.690 0.24
H 1.826 -2.512 0.748 0.22
H 2.800 -0.935 0.563 0.22
H -2.418 0.889 -0.844 0.23
H -1.745 1.102 1.280 0.44
```

Computed properties:
HOMO level in hartree: -0.50989
Net charge: +1
2S+1: 1
HOMO-LUMO gap in eV: 9.28

---

What is the stability order? It is S, P, Q, R, from most stable to least stable.